Molecular formula: C26H37IrN2O4P2
Method: DFT, ωB97M-V with the def2-TZVPD basis set

Atoms and positions in Å:
Ir  0.34804  -0.50788  -1.07794
P  -1.67633  -1.40342  -0.67421
C  -1.82392  -2.64075  -2.02276
C  -1.41989  -1.92342  -3.26317
N  -0.42999  -1.00691  -3.14597
C  0.21146  -0.54234  -4.23811
C  -0.32896  -0.72693  -5.51055
C  -1.44135  -1.54748  -5.65656
C  -1.96517  -2.18140  -4.53074
C  1.56396  0.08875  -4.01831
P  2.16089  -0.51988  -2.38131
H  -2.81671  -2.86748  -4.57453
H  0.17005  -0.25170  -6.35230
H  -1.89016  -1.70907  -6.63849
H  2.27458  -0.19856  -4.80888
H  1.50282  1.18960  -4.00068
H  -0.99775  -3.56232  -1.70556
H  -2.84674  -2.99241  -2.09249
H  0.83426  -3.76167  -0.52666
O  0.07606  -4.27716  -1.17565
H  0.17368  -5.22099  -1.28214
H  1.29885  -1.95457  -0.04290
O  1.68211  -2.93641  0.07086
H  2.13880  -3.00510  0.93312
C  2.81349  -2.17480  -2.72492
H  3.43833  -2.14470  -3.62374
H  3.41699  -2.49629  -1.86997
H  1.99779  -2.89468  -2.87053
C  3.50221  0.56462  -1.87061
H  3.89327  0.20215  -0.91142
H  4.29803  0.56181  -2.62663
H  3.11557  1.58332  -1.73911
C  -3.04460  -0.22790  -0.84758
H  -3.94327  -0.76991  -1.17464
H  -3.22453  0.26435  0.11831
H  -2.76921  0.52809  -1.59552
C  -1.86773  -2.26976  0.89402
H  -1.59745  -1.58591  1.70907
H  -2.91536  -2.57416  1.01655
H  -1.22248  -3.15880  0.92030
C  -2.17851  -0.50300  4.46927
C  -2.26272  0.65366  3.50835
C  -3.47591  0.88791  2.85935
C  -3.61462  1.95024  1.96243
C  -2.51774  2.74745  1.67763
C  -1.28596  2.51197  2.31309
N  -0.27372  3.41855  2.00970
C  1.11026  3.27927  2.03896
C  1.89737  4.35962  2.48262
C  3.25697  4.15918  2.73374
C  3.87052  2.92099  2.49122
C  3.11783  1.87924  1.94368
C  1.76339  2.07976  1.67104
C  1.03300  1.08652  0.86083
O  1.34091  -0.16590  0.95501
O  0.18877  1.43283  -0.03400
C  -1.16291  1.49736  3.29034
C  0.08441  1.31126  4.09314
H  -1.39904  -1.22323  4.18543
H  -1.97623  -0.17900  5.49910
H  -3.13014  -1.04446  4.48959
H  -4.32152  0.23371  3.08003
H  -4.56684  2.14028  1.46831
H  -2.57485  3.56814  0.96078
H  -0.58721  4.34785  1.73219
H  1.40911  5.31536  2.68253
H  3.85040  4.99208  3.11272
H  4.92639  2.75873  2.71885
H  3.55219  0.89910  1.72473
H  0.79199  0.65000  3.57047
H  0.58729  2.26014  4.31228
H  -0.14252  0.82650  5.04895

The net charge is +2. The HOMO energy (spin up / spin down) is -0.41269 / -0.50449 Eh. For the gap between HOMO and LUMO (spin up / spin down), the calculation gives 6.145 / 5.029 eV. Its multiplicity is 5.

These are the Mulliken partial charges, in e, on atoms 1 to 4: 1.801 0.203 -1.185 0.689

Molecular formula: C26H37N2O4P2Tb
Method: DFT, ωB97M-V with the def2-TZVPD basis set

Atoms and positions in Å:
Tb  -0.56888  -0.11696  -0.34505
P  0.09855  2.48687  0.10179
C  1.91951  2.53638  -0.20131
C  2.62911  1.29924  0.33329
N  1.97197  0.11452  0.44611
C  2.67356  -0.93773  0.94518
C  4.01995  -0.84028  1.28799
C  4.69429  0.35663  1.12378
C  3.98034  1.43995  0.64092
C  2.01035  -2.29603  1.15493
P  0.54692  -2.49934  0.05958
H  4.43308  2.41652  0.49622
H  4.51352  -1.73655  1.64843
H  5.75804  0.44162  1.36195
H  2.76909  -3.08041  0.96117
H  1.68246  -2.38729  2.21268
H  2.07988  2.59831  -1.30316
H  2.34878  3.43435  0.28584
H  0.84022  -0.25226  -4.82951
O  1.49136  0.48469  -4.88221
H  2.13626  0.16624  -5.55970
H  -1.46427  -3.15635  -3.62096
O  -1.10073  -3.23387  -4.52761
H  -1.68576  -3.88955  -4.95954
C  1.24195  -3.29978  -1.42818
H  1.72603  -4.25673  -1.20268
H  0.40792  -3.45083  -2.12325
H  1.96390  -2.61199  -1.88757
C  -0.46131  -3.76024  0.89261
H  -1.33796  -3.91367  0.25399
H  0.07517  -4.70607  1.02781
H  -0.79045  -3.37180  1.86382
C  -0.04607  3.20236  1.77598
H  0.36165  4.22220  1.79197
H  -1.11181  3.20866  2.02843
H  0.49877  2.56224  2.48308
C  -0.59798  3.71853  -1.03301
H  -1.67585  3.71918  -0.84525
H  -0.17002  4.70911  -0.85357
H  -0.39206  3.38181  -2.05523
C  -4.78825  3.55987  -0.81417
C  -4.37733  3.20958  0.59562
C  -3.80895  4.20300  1.39221
C  -3.41718  3.92694  2.70195
C  -3.53974  2.63595  3.18763
C  -4.10304  1.61293  2.39496
N  -4.20418  0.39017  3.05313
C  -4.55490  -0.89295  2.61680
C  -5.48801  -1.59025  3.38642
C  -5.95297  -2.82364  2.96454
C  -5.46033  -3.41073  1.79207
C  -4.45838  -2.77357  1.06727
C  -3.94404  -1.55670  1.53382
C  -2.80564  -0.91036  0.88242
O  -2.60308  -1.10854  -0.38334
O  -1.90808  -0.22860  1.51915
C  -4.59059  1.91161  1.09410
C  -5.34784  0.94303  0.24533
H  -4.26363  2.93258  -1.55335
H  -5.87086  3.42333  -0.96280
H  -4.55380  4.60960  -1.03276
H  -3.69394  5.21221  0.98842
H  -3.01014  4.70713  3.34033
H  -3.21084  2.38437  4.20010
H  -4.09178  0.43591  4.06247
H  -5.85164  -1.11290  4.29383
H  -6.71712  -3.32110  3.55617
H  -5.85589  -4.38082  1.47813
H  -4.03371  -3.22897  0.17048
H  -4.75913  0.63248  -0.62591
H  -5.67062  0.05370  0.78079
H  -6.25984  1.41727  -0.13670

The net charge is +2. The HOMO energy (spin up / spin down) is -0.44818 / -0.44826 Eh. For the gap between HOMO and LUMO (spin up / spin down), the calculation gives 4.583 / 6.023 eV. Its multiplicity is 7.

These are the Mulliken partial charges, in e, on atoms 1 to 4: 0.676 0.655 -1.002 0.520

Molecular formula: C26H38AuN2O2SSb2
Method: DFT, ωB97M-V with the def2-TZVPD basis set

Atoms and positions in Å:
Au  0.12528  -0.16433  -1.30762
C  4.11178  0.26507  -1.42902
Sb  2.51498  -1.15093  -1.32022
C  3.09938  -2.48233  -2.88902
C  3.01588  -2.38713  0.44788
C  3.45848  -1.61263  1.61768
C  4.78518  -1.18393  1.65678
C  5.28098  -0.44923  2.71768
C  4.44277  -0.10713  3.78118
C  3.13328  -0.52563  3.77258
C  2.61768  -1.31353  2.72968
C  1.27828  -1.84423  2.87858
Sb  -0.28542  -0.44693  1.96328
C  0.27298  1.41977  2.89258
C  -2.02992  -0.94723  3.15188
H  4.18097  0.84767  -0.51502
H  3.91578  0.92727  -2.27012
H  5.04768  -0.26143  -1.60592
H  3.89498  -3.14083  -2.54002
H  3.46418  -1.88503  -3.71882
H  2.25578  -3.07423  -3.22812
H  3.82638  -3.01443  0.08068
H  2.14068  -3.00063  0.63278
H  5.44668  -1.46063  0.84668
H  6.31718  -0.14753  2.72658
H  4.82677  0.46717  4.60828
H  2.49768  -0.29423  4.61278
H  0.93538  -1.84573  3.90898
H  1.10358  -2.80613  2.41258
H  0.17638  1.31967  3.97088
H  -0.39202  2.20377  2.54568
H  1.29568  1.67587  2.63388
H  -1.76872  -0.92043  4.20708
H  -2.39172  -1.93663  2.88458
H  -2.80962  -0.21753  2.95338
O  -6.50602  2.14647  -0.69352
C  -6.25252  0.83517  -1.09842
C  -4.77843  0.60367  -1.21162
C  -4.26463  -0.68393  -1.36162
C  -2.89652  -0.84793  -1.38562
N  -2.04382  0.16957  -1.29512
C  -2.51242  1.42207  -1.18832
C  -3.88002  1.66327  -1.12972
C  -1.53022  2.51677  -1.11632
C  -1.89762  3.85227  -1.25102
C  -0.92752  4.84957  -1.19722
C  -1.31692  6.29037  -1.34232
O  -2.63002  6.38857  -1.80152
C  0.39988  4.46697  -1.00202
C  0.68128  3.11897  -0.87022
N  -0.25202  2.18047  -0.91302
H  -7.45772  2.29097  -0.60492
H  -6.72162  0.61337  -2.07322
H  -6.66163  0.10527  -0.37962
H  -4.91983  -1.53583  -1.44502
H  -2.46342  -1.83443  -1.46972
H  -4.27383  2.65827  -1.00462
H  -2.91842  4.14797  -1.41922
H  -0.60993  6.79437  -2.01992
H  -1.20462  6.77267  -0.35272
H  -2.87432  7.31137  -1.95672
H  1.19318  5.19587  -0.96642
H  1.69418  2.77207  -0.70942
C  -0.07852  -5.03933  -2.77282
S  -0.40052  -3.81753  -1.48892
C  -0.35502  -4.87053  -0.01762
H  0.89428  -5.49563  -2.61182
H  -0.10532  -4.52573  -3.73032
H  -0.85412  -5.80093  -2.75122
H  -1.10763  -5.64993  -0.10402
H  -0.57952  -4.24563  0.84428
H  0.62688  -5.32453  0.08098

The net charge is +3. The HOMO energy (spin up / spin down) is -0.60584 / -0.59392 Eh. For the gap between HOMO and LUMO (spin up / spin down), the calculation gives 8.259 / 4.237 eV. Its multiplicity is 3.

These are the Mulliken partial charges, in e, on atoms 1 to 4: 0.461 -1.359 0.795 -1.022

In the order shown, the computed max |F| values come out to 2.60, 2.40, 1.20 eV Å⁻¹.